{"formula": "C36H34ClCuNO6SSi2", "method": "wB97M-V/def2-TZVPD", "orbital_gap_ev": [3.8, 6.6], "homo_ev": [0.27, -2.47], "multiplicity": 2, "charge": -2, "de_lowest_kcal_mol": 0.0, "species": ["Cu", "C", "Si", "C", "C", "C", "C", "C", "C", "C", "H", "H", "H", "H", "H", "H", "H", "H", "H", "H", "H", "O", "S", "O", "N", "C", "O", "C", "C", "C", "C", "C", "C", "H", "H", "H", "H", "C", "C", "C", "C", "Cl", "C", "C", "C", "O", "C", "C", "O", "O", "H", "H", "H", "H", "H", "H", "H", "H", "C", "C", "C", "C", "C", "C", "Si", "C", "C", "C", "C", "C", "C", "H", "H", "H", "H", "H", "H", "H", "H", "H", "H", "H"], "coordinates": [[-0.63908, -0.45550, -1.44888], [-2.26518, -3.10223, -3.25716], [-0.80646, -2.59991, -2.13387], [-0.95137, -3.83814, -0.68551], [0.73546, -3.30307, -3.05401], [0.68099, -4.38286, -3.94031], [1.82108, -4.89856, -4.54667], [3.06399, -4.34084, -4.27953], [3.14753, -3.26264, -3.40743], [2.00032, -2.75393, -2.80999], [-2.33112, -4.18524, -3.40925], [-2.20622, -2.61716, -4.23516], [-3.19717, -2.77624, -2.78764], [-1.02015, -4.87243, -1.04239], [-1.83843, -3.61814, -0.08408], [-0.08012, -3.76411, -0.02883], [-0.27874, -4.83548, -4.16814], [1.73894, -5.73658, -5.23135], [3.95616, -4.73601, -4.75286], [4.11026, -2.80614, -3.20081], [2.08157, -1.89204, -2.15520], [-4.96357, 3.35150, 0.53659], [-4.56616, 2.25643, -0.33545], [-5.40773, 2.10639, -1.50854], [-3.00042, 2.35591, -0.72443], [-2.33099, 1.31184, -0.20622], [-0.98277, 1.23512, -0.34889], [-3.07369, 0.36136, 0.52241], [-2.70625, -0.84469, 1.16784], [-3.67184, -1.58766, 1.80247], [-5.02717, -1.18210, 1.83310], [-5.40430, -0.00064, 1.19362], [-4.44312, 0.74519, 0.55468], [-1.68177, -1.19304, 1.12322], [-3.38710, -2.51873, 2.28263], [-5.76594, -1.79153, 2.33858], [-6.43768, 0.32814, 1.19683], [3.94928, -3.71691, 0.41206], [2.76573, -3.18004, 1.16255], [1.98942, -3.99326, 1.96942], [0.89108, -3.47783, 2.64170], [-0.05854, -4.53627, 3.65545], [0.53016, -2.15617, 2.50208], [1.29671, -1.32380, 1.69196], [2.41897, -1.82760, 1.04801], [3.27015, -1.07512, 0.28737], [3.11515, 0.32512, 0.35842], [1.93507, 0.85421, -0.45379], [1.38663, 1.87904, 0.12133], [1.62805, 0.35919, -1.51840], [4.10970, -4.76738, 0.65505], [4.85404, -3.15476, 0.65044], [3.78758, -3.63263, -0.66388], [2.23581, -5.04275, 2.06970], [-0.35027, -1.76809, 2.99620], [0.97993, -0.29551, 1.56987], [4.02244, 0.75248, -0.07061], [3.02594, 0.65820, 1.39511], [-1.81999, 3.77064, 4.01234], [-2.42503, 4.31264, 2.88760], [-1.90819, 4.06503, 1.62346], [-0.78392, 3.25728, 1.44821], [-0.19356, 2.71360, 2.59376], [-0.69838, 2.96714, 3.86217], [-0.02061, 2.87987, -0.24149], [1.17405, 4.44858, -0.27591], [2.08374, 4.77208, 0.73833], [2.88070, 5.90616, 0.68272], [2.78687, 6.77118, -0.40307], [1.89145, 6.48195, -1.42091], [1.10398, 5.33535, -1.34993], [-2.23317, 3.95367, 4.99794], [-3.32746, 4.90398, 2.98394], [-2.42723, 4.45778, 0.75913], [0.67345, 2.06807, 2.49503], [-0.22628, 2.52181, 4.73132], [-0.54274, 3.20310, -1.58635], [2.16399, 4.12045, 1.60391], [3.57288, 6.12374, 1.48972], [3.40418, 7.66154, -0.45015], [1.80581, 7.14819, -2.27297], [0.41066, 5.11981, -2.15819]], "forces_ev_per_angstrom": [[0.02, -0.02, 0.06], [-0.02, 0.03, 0.02], [-0.01, -0.05, -0.01], [0.00, -0.01, -0.01], [0.04, 0.04, 0.02], [-0.01, -0.01, 0.01], [-0.01, -0.01, -0.01], [0.00, 0.01, 0.01], [0.01, -0.01, -0.01], [-0.01, 0.01, -0.01], [0.01, 0.00, 0.00], [0.00, 0.00, 0.00], [0.00, 0.00, -0.01], [0.00, 0.00, 0.00], [0.00, 0.00, 0.00], [0.00, 0.00, 0.01], [0.00, 0.00, 0.00], [0.00, 0.00, 0.00], [0.00, 0.00, 0.00], [0.00, 0.00, 0.01], [0.00, -0.01, 0.00], [0.00, 0.00, 0.00], [0.02, 0.02, -0.01], [-0.01, 0.00, 0.00], [0.02, 0.01, -0.02], [0.02, 0.08, 0.05], [0.03, -0.06, -0.06], [-0.01, -0.02, 0.00], [0.02, -0.01, -0.01], [-0.01, 0.00, 0.01], [0.01, 0.00, 0.00], [0.00, 0.00, 0.01], [-0.01, 0.00, 0.01], [0.02, 0.00, 0.00], [0.00, 0.00, 0.00], [0.00, 0.00, 0.00], [0.00, 0.00, 0.00], [-0.01, -0.01, 0.00], [-0.01, 0.00, 0.00], [-0.01, 0.00, -0.01], [0.01, 0.01, -0.01], [-0.01, -0.01, 0.01], [-0.01, 0.00, -0.01], [-0.01, 0.01, -0.01], [0.04, 0.01, 0.00], [-0.04, -0.01, -0.02], [0.02, 0.02, 0.04], [-0.01, -0.03, -0.06], [-0.02, -0.02, 0.04], [0.02, 0.08, 0.03], [0.00, 0.00, 0.00], [0.00, 0.00, 0.00], [0.01, 0.01, 0.00], [0.00, 0.00, 0.00], [0.00, 0.00, 0.00], [0.01, 0.00, -0.01], [0.00, 0.00, 0.00], [0.00, 0.00, 0.00], [0.00, -0.01, 0.00], [-0.01, 0.01, 0.00], [0.00, -0.01, -0.03], [0.04, -0.05, 0.04], [-0.01, 0.01, -0.02], [-0.01, 0.00, 0.01], [-0.03, 0.01, 0.00], [-0.05, 0.02, -0.03], [0.01, -0.02, 0.03], [0.00, 0.00, 0.00], [0.00, 0.00, 0.00], [0.01, 0.00, 0.00], [0.02, 0.00, 0.00], [0.00, 0.00, 0.00], [0.00, 0.00, -0.01], [-0.01, 0.01, 0.00], [0.00, 0.00, 0.00], [0.00, 0.00, 0.00], [0.00, -0.01, -0.03], [-0.01, 0.01, -0.01], [0.00, 0.00, 0.00], [0.00, 0.00, 0.00], [0.00, 0.00, 0.00], [-0.01, 0.00, 0.00]], "lowdin_charge": [0.309, -0.268, 0.520, -0.232, -0.280, -0.112, -0.123, -0.130, -0.119, -0.112, 0.003, 0.011, 0.013, 0.018, 0.010, -0.005, 0.083, 0.085, 0.083, 0.094, 0.069, -0.363, 0.599, -0.359, -0.068, -0.486, -0.256, -0.171, -0.051, -0.122, -0.133, -0.089, -0.241, 0.071, 0.086, 0.071, 0.105, -0.024, -0.195, -0.083, -0.677, 0.623, -0.102, 0.015, -0.217, -0.030, -0.079, -0.534, -0.059, 0.050, 0.075, 0.082, 0.067, 0.107, 0.107, 0.108, 0.142, 0.134, -0.115, -0.087, -0.084, -0.203, -0.098, -0.108, 0.573, -0.224, -0.102, -0.118, -0.134, -0.120, -0.121, 0.086, 0.098, 0.094, 0.087, 0.088, 0.045, 0.092, 0.086, 0.083, 0.086, 0.078]}